No. 1
The following is a DFT calculation (wB97M-V/def2-TZVPD) of CBrNO4 as an isolated structure at a distorted geometry.

Properties
Energy relative to the best compared isomer or geometry (same formula, charge and spin) ... 0.2864 eV
HOMO-LUMO gap (alpha / beta) ... 7.78 / 9.23 eV
Energy ... -80755.397 eV
Lowest unoccupied orbital energy (alpha / beta) ... -2.56 / -1.53 eV
Charge ... 0

```
7
CBrNO4 (wB97M-V/def2-TZVPD)
C -2.8857 0.0079 -0.0265
N 1.3352 -0.1239 0.4790
O 0.6916 -0.4791 -0.4380
O -2.0877 -0.7476 0.2836
O 2.3966 0.1965 0.8387
O -3.7160 0.6659 -0.4517
Br 4.2661 0.4803 -0.6851
```

The net atomic charges from Löwdin, expressed in e, are: number 1, C, carries -0.441; number 2, N, carries -0.195; number 3, O, carries 0.151; number 4, O, carries 0.209; number 5, O, carries -0.127; number 6, O, carries 0.227; number 7, Br, carries 0.176

=====

No. 2
The following is a DFT calculation (wB97M-V/def2-TZVPD) of C5H9NaO5 as an isolated structure at a distorted geometry.

Properties
Energy relative to the best compared isomer or geometry (same formula, charge and spin) ... 0.0000 eV
HOMO-LUMO gap ... 6.26 eV
Energy ... -19984.241 eV
Lowest unoccupied orbital energy ... -1.36 eV
Charge ... 0

```
20
C5H9NaO5 (wB97M-V/def2-TZVPD)
C -5.2343 1.1561 0.0745
C -3.7340 1.0124 0.3145
O -3.2262 -0.2012 -0.0902
Na -3.7747 -2.2464 -0.6797
H -5.6038 2.1448 0.3873
H -5.4638 1.0245 -0.9945
H -5.7796 0.3883 0.6443
H -3.5473 1.2023 1.3984
H -3.2326 1.8589 -0.2121
C 0.3458 0.2485 -1.5197
C -0.0416 -1.1385 -2.0304
O 1.1459 -1.6344 -2.6461
C 2.0057 -0.6359 -2.8626
O 1.5769 0.4927 -2.3032
O 2.9767 -0.7295 -3.5591
O 0.6553 0.2343 -0.1791
H -0.3382 1.0637 -1.7794
H -0.8349 -1.0912 -2.7830
H -0.3308 -1.8006 -1.2077
H 0.4550 1.0995 0.1951
```

Atom charges from the Löwdin analysis, given in e for atoms 1 to 8: number 1, C, carries -0.134; number 2, C, carries -0.528; number 3, O, carries -0.439; number 4, Na, carries 0.747; number 5, H, carries 0.064; number 6, H, carries 0.061; number 7, H, carries 0.058; number 8, H, carries 0.092

=====

No. 3
The following is a DFT calculation (wB97M-V/def2-TZVPD) of C19H19N3O2 in the gas phase at a distorted geometry.

Properties
Energy relative to the best compared isomer or geometry (same formula, charge and spin) ... 1.9072 eV
HOMO-LUMO gap ... 8.04 eV
Energy ... -28576.859 eV
SMILES ... CCOC(=O)Cc1nnc(Nc2cccc(C)c2)c2ccccc12
Lowest unoccupied orbital energy ... 0.00 eV
Charge ... 0

```
43
C19H19N3O2 (wB97M-V/def2-TZVPD)
C -4.6644 -2.9919 0.3771
C -4.0594 -4.3869 0.3301
O -2.6479 -4.3219 0.5395
C -1.8850 -4.1250 -0.5324
O -2.2684 -4.1628 -1.6703
C -0.4463 -3.8644 -0.1234
C -0.2809 -2.3829 0.0890
N -1.3738 -1.6732 0.1159
N -1.3454 -0.3630 0.2154
C -0.2050 0.2933 0.2882
N -0.3369 1.6546 0.3449
C 0.4760 2.6279 -0.2395
C 1.3985 2.3342 -1.2400
C 2.1697 3.3479 -1.7775
C 2.0250 4.6522 -1.3423
C 1.0891 4.9660 -0.3618
C 0.9122 6.3848 0.0865
C 0.3212 3.9485 0.1789
C 1.0505 -0.3878 0.4369
C 2.2597 0.2314 0.7969
C 3.3970 -0.5175 0.9490
C 3.3686 -1.9032 0.7530
C 2.1931 -2.5374 0.4495
C 1.0063 -1.7971 0.3019
H -5.7365 -3.0481 0.2106
H -4.2098 -2.3718 -0.3909
H -4.4720 -2.5334 1.3433
H -4.4458 -5.0179 1.1339
H -4.2521 -4.8575 -0.6397
H 0.2183 -4.2030 -0.9200
H -0.2271 -4.4002 0.8022
H -1.2953 1.9365 0.5103
H 1.5034 1.3225 -1.6007
H 2.8846 3.1148 -2.5526
H 2.6323 5.4359 -1.7700
H 0.4428 6.9701 -0.7040
H 0.2858 6.4403 0.9729
H 1.8764 6.8389 0.3076
H -0.4123 4.1727 0.9407
H 2.2830 1.2960 0.9678
H 4.3241 -0.0386 1.2268
H 4.2792 -2.4737 0.8624
H 2.1671 -3.6097 0.3338
```

Atom charges from the Löwdin analysis, given in e for atoms 1 to 8: number 1, C, carries -0.065; number 2, C, carries -0.214; number 3, O, carries -0.008; number 4, C, carries -0.527; number 5, O, carries 0.117; number 6, C, carries -0.026; number 7, C, carries -0.206; number 8, N, carries 0.086

=====

No. 4
The following is a DFT calculation (wB97M-V/def2-TZVPD) of C3H6FNO in the gas phase at a distorted geometry.

Properties
Energy relative to the best compared isomer or geometry (same formula, charge and spin) ... 0.0000 eV
HOMO-LUMO gap ... 11.13 eV
Energy ... -9463.795 eV
SMILES ... C[C@@H](F)C(N)=O
Lowest unoccupied orbital energy ... 0.98 eV
Charge ... 0

```
12
C3H6FNO (wB97M-V/def2-TZVPD)
C -1.2005 -0.8733 0.3954
C -0.5087 0.0390 -0.5726
F -1.0131 1.3322 -0.5700
C 0.9913 -0.0126 -0.3291
N 1.4297 1.0358 0.4495
O 1.7101 -0.8847 -0.6281
H -2.2583 -1.0264 0.2002
H -0.7407 -1.8632 0.3853
H -1.1011 -0.4830 1.3911
H -0.6625 -0.3238 -1.5676
H 0.9227 1.9272 0.3271
H 2.4311 1.1328 0.5188
```

Atom charges from the Löwdin analysis, given in e for atoms 1 to 8: number 1, C, carries -0.023; number 2, C, carries -0.316; number 3, F, carries -0.009; number 4, C, carries -0.549; number 5, N, carries 0.160; number 6, O, carries 0.116; number 7, H, carries 0.084; number 8, H, carries 0.096

=====

No. 5
The following is a DFT calculation (wB97M-V/def2-TZVPD) of C39H66BrGeN2O6SiTi as an isolated structure.

Properties
⟨S²⟩ ... 0.758
Energy relative to the best compared isomer or geometry (same formula, charge and spin) ... 0.3414 eV
HOMO-LUMO gap (alpha / beta) ... 6.77 / 8.02 eV
Energy ... -214338.256 eV
Spin multiplicity ... 2
Lowest unoccupied orbital energy (alpha / beta) ... 0.09 / -0.03 eV
Charge ... 0

```
117
C39H66BrGeN2O6SiTi (wB97M-V/def2-TZVPD)
Ti 1.2350 -1.3561 -0.7049
C -3.8147 -0.9763 -4.5656
C -3.3266 -0.6974 -3.1468
C -2.7031 0.6908 -3.0679
C -4.4877 -0.8102 -2.1624
O -2.3881 -1.6953 -2.7698
Ge -0.7301 -2.3405 -2.9525
O 2.2852 -2.6572 -1.4847
C 3.6498 -2.9812 -1.6771
C 3.7327 -3.8218 -2.9488
C 4.1157 -3.7891 -0.4690
C 4.5019 -1.7240 -1.8289
O -0.4729 -2.4881 -0.9936
C -0.9747 -3.5981 -0.2269
C -0.8588 -4.8883 -1.0300
C -0.1250 -3.6957 1.0349
C -2.4263 -3.3038 0.1319
H -4.5913 -0.2656 -4.8578
H -2.9882 -0.8904 -5.2719
H -4.2248 -1.9856 -4.6281
H -3.4559 1.4576 -3.2686
H -2.2850 0.8627 -2.0777
H -1.9038 0.7958 -3.8023
H -5.2503 -0.0538 -2.3601
H -4.9456 -1.7979 -2.2408
H -4.1209 -0.6842 -1.1421
H 3.0994 -4.7049 -2.8514
H 3.3783 -3.2396 -3.8016
H 4.7578 -4.1431 -3.1459
H 3.5061 -4.6888 -0.3670
H 5.1613 -4.0874 -0.5719
H 4.0088 -3.1943 0.4403
H 4.1192 -1.1077 -2.6464
H 4.4918 -1.1325 -0.9120
H 5.5382 -1.9864 -2.0517
H 0.1683 -5.0280 -1.3713
H -1.1450 -5.7403 -0.4105
H -1.5192 -4.8765 -1.9007
H 0.9211 -3.8801 0.7779
H -0.1882 -2.7676 1.6090
H -0.4709 -4.5119 1.6720
H -3.0259 -3.1926 -0.7713
H -2.8413 -4.1097 0.7421
H -2.4844 -2.3701 0.6946
C -0.5384 -0.8368 -6.2917
O -0.3040 -0.5872 -4.9165
C 0.5952 0.3821 -4.5780
C 1.0663 1.3349 -5.4584
C 1.9669 2.3058 -5.0216
C 2.3937 2.2920 -3.7169
C 1.9426 1.3168 -2.8124
C 2.5179 1.3565 -1.4776
N 2.4061 0.4170 -0.6157
N 3.0572 0.6426 0.5988
C 2.7874 -0.3223 1.4293
O 1.9876 -1.3102 1.1678
C 3.4044 -0.2861 2.7804
C 4.3084 0.7146 3.1283
C 4.8326 0.7593 4.4090
C 4.4563 -0.1913 5.3508
C 3.5602 -1.1919 5.0046
C 3.0356 -1.2411 3.7209
C 1.0072 0.3594 -3.2299
O 0.4771 -0.5512 -2.4018
H -1.1313 -1.7471 -6.3349
H -1.0972 -0.0190 -6.7529
H 0.4032 -0.9865 -6.8243
H 0.7281 1.3383 -6.4844
H 2.3271 3.0561 -5.7115
H 3.1041 3.0304 -3.3658
H 3.1109 2.2280 -1.2065
H 4.5836 1.4521 2.3868
H 5.5350 1.5381 4.6771
H 4.8650 -0.1522 6.3526
H 3.2690 -1.9362 5.7347
H 2.3309 -2.0106 3.4363
C 1.0289 2.0633 3.5309
C -0.3928 1.4920 3.6211
C -1.0374 2.0345 4.9064
C -0.2398 -0.0359 3.7440
Si -1.4027 2.0027 2.0746
Br -0.8044 0.5632 0.4222
C -3.2898 1.7048 2.2268
C -3.5633 0.3453 2.8889
C -3.9473 2.8028 3.0760
C -3.9853 1.6692 0.8566
C -0.9405 3.7242 1.3758
C 0.4781 3.7522 0.7781
C -1.0321 4.7911 2.4762
C -1.9037 4.1113 0.2419
H 1.6343 1.6466 4.3426
H 1.0452 3.1521 3.6334
H 1.5180 1.8020 2.5946
H -0.3710 1.8226 5.7489
H -1.9981 1.5635 5.1271
H -1.1877 3.1162 4.8744
H 0.2814 -0.2556 4.6823
H 0.3654 -0.4426 2.9339
H -1.1870 -0.5691 3.7575
H -3.2040 0.2953 3.9154
H -3.1168 -0.4771 2.3262
H -4.6450 0.1779 2.9134
H -3.5009 2.9013 4.0689
H -5.0043 2.5542 3.2160
H -3.9067 3.7790 2.5865
H -3.5543 0.9113 0.2008
H -3.9525 2.6254 0.3363
H -5.0397 1.4132 1.0068
H 1.2626 3.5549 1.5067
H 0.6564 4.7501 0.3633
H 0.5871 3.0323 -0.0342
H -0.2972 4.6323 3.2675
H -2.0228 4.8374 2.9370
H -0.8302 5.7733 2.0369
H -1.9307 3.3562 -0.5473
H -1.5568 5.0467 -0.2083
H -2.9229 4.2809 0.5946
```

Atom charges from the Löwdin analysis, given in e for atoms 1 to 8: number 1, Ti, carries 0.901; number 2, C, carries -0.026; number 3, C, carries -0.669; number 4, C, carries -0.019; number 5, C, carries -0.032; number 6, O, carries -0.343; number 7, Ge, carries 1.151; number 8, O, carries -0.296